Entry 1:
A structure of composition C48H55BrIMgN4O2PS, computed with ωB97M-V/def2-TZVPD.

Highest occupied orbital energy ... -7.3834 eV
Energy above the lowest of the compared OMol25 structures with the same formula, charge and spin ... 16.61 kcal per mole
E_tot ... -6043.0879 a.u.
Kohn-Sham gap ... 7.24 eV
Net charge ... 0
Molecular weight ... 1014.1 g mol⁻¹

Cartesian coordinates (Å):
Mg (-1.010, 1.480, 0.952)
O (-0.047, 2.705, 2.069)
C (0.872, 3.563, 1.717)
C (1.874, 3.936, 2.640)
C (2.871, 4.828, 2.306)
C (2.910, 5.426, 1.044)
C (1.923, 5.105, 0.136)
C (0.918, 4.177, 0.429)
C (-0.139, 3.955, -0.549)
N (-0.959, 2.981, -0.452)
N (-2.085, 3.010, -1.274)
C (-3.007, 2.233, -0.755)
O (-2.876, 1.507, 0.309)
C (-4.329, 2.221, -1.447)
C (-4.513, 2.862, -2.670)
C (-5.746, 2.814, -3.300)
C (-6.807, 2.134, -2.714)
C (-6.630, 1.501, -1.492)
C (-5.393, 1.544, -0.862)
H (1.825, 3.502, 3.632)
H (3.625, 5.081, 3.043)
H (3.685, 6.135, 0.792)
H (1.916, 5.575, -0.843)
H (-0.297, 4.695, -1.336)
H (-3.680, 3.389, -3.113)
H (-5.884, 3.311, -4.253)
H (-7.770, 2.100, -3.208)
H (-7.454, 0.972, -1.030)
H (-5.234, 1.051, 0.088)
S (2.726, -3.362, 4.050)
C (1.660, -2.098, 3.397)
C (2.068, -0.778, 3.309)
C (1.216, 0.148, 2.728)
N (0.006, -0.174, 2.263)
C (-0.409, -1.431, 2.422)
C (0.376, -2.425, 2.976)
C (3.796, -3.664, 2.664)
C (4.305, -4.949, 2.524)
C (5.201, -5.200, 1.496)
N (5.601, -4.282, 0.618)
C (5.098, -3.058, 0.763)
C (4.204, -2.695, 1.759)
H (3.034, -0.466, 3.681)
H (1.501, 1.188, 2.634)
H (-1.413, -1.651, 2.080)
H (0.004, -3.435, 3.068)
H (4.008, -5.739, 3.200)
H (5.609, -6.196, 1.367)
H (5.429, -2.315, 0.044)
H (3.847, -1.676, 1.812)
C (0.673, -5.032, -0.981)
C (-0.453, -4.515, -0.097)
C (-1.016, -3.214, -0.685)
C (0.088, -2.305, -1.291)
C (1.429, -2.622, -0.618)
C (1.865, -4.065, -0.924)
P (-0.374, -0.504, -1.204)
C (1.121, 0.406, -1.872)
C (1.930, -0.266, -3.015)
C (3.439, -0.036, -2.894)
C (3.719, 1.416, -2.537)
C (3.191, 1.739, -1.131)
C (2.034, 0.822, -0.702)
C (-1.635, -0.307, -2.548)
C (-3.026, -0.776, -2.079)
C (-4.016, -0.666, -3.234)
C (-3.673, -1.683, -4.340)
C (-2.190, -2.075, -4.309)
C (-1.301, -0.885, -3.949)
H (0.299, -5.113, -2.007)
H (0.984, -6.034, -0.683)
H (-0.066, -4.348, 0.913)
H (-1.255, -5.250, -0.007)
H (-1.584, -2.672, 0.075)
H (-1.727, -3.480, -1.467)
H (0.182, -2.551, -2.354)
H (1.327, -2.480, 0.464)
H (2.214, -1.942, -0.942)
H (2.568, -4.391, -0.156)
H (2.408, -4.087, -1.872)
H (0.675, 1.331, -2.256)
H (1.597, 0.147, -3.970)
H (1.741, -1.339, -3.065)
H (3.921, -0.309, -3.835)
H (3.866, -0.693, -2.126)
H (3.225, 2.054, -3.278)
H (4.786, 1.638, -2.600)
H (2.864, 2.778, -1.086)
H (3.997, 1.645, -0.399)
H (1.449, 1.352, 0.056)
H (2.427, -0.070, -0.206)
H (-1.702, 0.784, -2.636)
H (-3.346, -0.184, -1.222)
H (-2.998, -1.814, -1.743)
H (-3.979, 0.354, -3.628)
H (-5.036, -0.816, -2.876)
H (-3.918, -1.261, -5.318)
H (-4.286, -2.580, -4.228)
H (-1.886, -2.480, -5.277)
H (-2.032, -2.876, -3.581)
H (-1.448, -0.100, -4.697)
H (-0.257, -1.180, -4.026)
Br (-0.830, -0.582, 5.826)
C (-1.001, 1.303, 5.835)
C (-0.210, 2.012, 6.728)
C (-0.277, 3.395, 6.766)
C (-1.132, 4.071, 5.909)
C (-1.922, 3.363, 5.018)
C (-1.867, 1.975, 4.982)
I (-3.048, 1.014, 3.564)
H (0.460, 1.474, 7.384)
H (0.343, 3.941, 7.464)
H (-1.181, 5.152, 5.923)
H (-2.572, 3.886, 4.331)

Atoms 1-2, force components in eV/Å:
Mg -0.1 -0.6 0.5
O 0.4 0.1 0.1

Results of the Löwdin charge analysis, in e, for atoms 1 through 4:
1. Mg 0.474
2. O -0.186
3. C -0.365
4. C -0.026

---

Entry 2:
A structure of composition C48H55F3KNO7PS2Sb, computed with ωB97M-V/def2-TZVPD.

Highest occupied orbital energy ... -2.2255 eV
E_tot ... -4721.1785 a.u.
Kohn-Sham gap ... 5.90 eV
Net charge ... -2
Molecular weight ... 1070.9 g mol⁻¹

Cartesian coordinates (Å):
K (-2.122, 0.721, 0.188)
O (-3.733, 1.495, -3.548)
C (-3.251, 1.171, -2.448)
O (-2.827, 1.945, -1.516)
C (-3.081, -0.380, -2.142)
O (-4.020, -1.162, -2.405)
O (-1.974, -0.689, -1.597)
S (-5.864, -2.192, 2.304)
C (-6.369, -1.177, 1.017)
C (-5.282, -0.640, 0.415)
N (-4.055, -1.007, 0.972)
C (-4.217, -1.822, 1.975)
H (-7.415, -1.050, 0.763)
H (-5.301, 0.010, -0.460)
H (-3.395, -2.226, 2.581)
F (5.385, -1.952, 2.756)
C (4.173, -1.970, 2.161)
C (3.883, -2.996, 1.283)
C (2.628, -3.012, 0.679)
C (1.679, -2.009, 0.921)
C (2.032, -0.994, 1.823)
C (3.281, -0.971, 2.454)
Sb (-0.399, -2.089, 0.208)
C (0.075, -2.875, -1.750)
C (1.331, -2.806, -2.361)
C (1.520, -3.175, -3.699)
C (0.426, -3.604, -4.415)
F (0.595, -3.956, -5.707)
C (-0.841, -3.666, -3.875)
C (-1.012, -3.288, -2.543)
C (-0.460, -4.062, 1.196)
C (-0.492, -4.103, 2.604)
C (-0.424, -5.311, 3.300)
C (-0.334, -6.479, 2.577)
F (-0.265, -7.655, 3.247)
C (-0.316, -6.499, 1.203)
C (-0.383, -5.278, 0.519)
H (4.619, -3.773, 1.097)
H (2.382, -3.843, 0.026)
H (1.325, -0.208, 2.076)
H (3.549, -0.185, 3.157)
H (2.189, -2.448, -1.801)
H (2.492, -3.109, -4.182)
H (-1.682, -3.961, -4.497)
H (-2.030, -3.252, -2.144)
H (-0.561, -3.172, 3.171)
H (-0.436, -5.349, 4.386)
H (-0.248, -7.447, 0.678)
H (-0.364, -5.292, -0.567)
C (-3.994, -0.015, 8.705)
C (-3.341, 0.132, 7.348)
C (-4.054, 0.616, 6.258)
C (-3.457, 0.746, 5.004)
C (-2.128, 0.382, 4.840)
C (-1.394, -0.106, 5.924)
C (-2.001, -0.225, 7.162)
S (-1.363, 0.471, 3.245)
O (-1.186, -0.937, 2.885)
O (-0.107, 1.181, 3.438)
O (-2.317, 1.168, 2.399)
H (-5.020, 0.362, 8.692)
H (-3.442, 0.536, 9.473)
H (-4.029, -1.063, 9.019)
H (-5.096, 0.895, 6.386)
H (-4.012, 1.119, 4.145)
H (-0.349, -0.386, 5.782)
H (-1.429, -0.608, 8.008)
C (5.358, 1.496, -1.339)
C (4.725, 0.882, -2.607)
C (3.205, 0.665, -2.462)
C (2.555, 1.778, -1.629)
C (3.144, 1.739, -0.178)
C (4.548, 1.107, -0.105)
P (0.708, 1.595, -1.546)
C (0.119, 1.594, -3.316)
C (0.833, 2.523, -4.332)
C (0.671, 2.024, -5.782)
C (-0.737, 1.469, -6.010)
C (-0.981, 0.209, -5.139)
C (-0.040, 0.168, -3.916)
C (0.142, 3.271, -0.964)
C (0.833, 4.532, -1.548)
C (1.709, 5.244, -0.513)
C (0.890, 5.719, 0.704)
C (-0.240, 4.727, 1.062)
C (0.107, 3.316, 0.585)
H (5.363, 2.592, -1.421)
H (6.402, 1.187, -1.240)
H (5.205, -0.078, -2.830)
H (4.916, 1.532, -3.467)
H (3.005, -0.297, -1.971)
H (2.757, 0.598, -3.450)
H (2.812, 2.737, -2.089)
H (2.473, 1.185, 0.476)
H (3.197, 2.753, 0.224)
H (4.464, 0.013, -0.046)
H (5.053, 1.422, 0.814)
H (-0.903, 1.970, -3.180)
H (1.900, 2.631, -4.105)
H (0.397, 3.525, -4.262)
H (1.406, 1.234, -5.986)
H (0.893, 2.838, -6.476)
H (-0.890, 1.243, -7.069)
H (-1.475, 2.239, -5.744)
H (-0.841, -0.702, -5.735)
H (-2.019, 0.212, -4.791)
H (0.932, -0.230, -4.218)
H (-0.444, -0.514, -3.165)
H (-0.903, 3.266, -1.297)
H (0.060, 5.232, -1.893)
H (1.428, 4.292, -2.427)
H (2.223, 6.088, -0.976)
H (2.493, 4.557, -0.179)
H (0.464, 6.706, 0.494)
H (1.557, 5.846, 1.563)
H (-1.172, 5.031, 0.572)
H (-0.434, 4.733, 2.138)
H (-0.634, 2.617, 0.961)
H (1.070, 3.010, 1.017)

Atoms 1-2, force components in eV/Å:
K 0.9 -0.2 1.1
O 0.3 0.0 0.5

Results of the Löwdin charge analysis, in e, for atoms 1 through 4:
1. K 0.679
2. O -0.026
3. C -0.626
4. O -0.238

---

Entry 3:
A structure of composition C48H56BrGeN2O8SScSi, computed with ωB97M-V/def2-TZVPD.

Highest occupied orbital energy ... -2.6925 eV
Energy above the lowest of the compared OMol25 structures with the same formula, charge and spin ... 0.00 kcal per mole
E_tot ... -8673.9400 a.u.
Kohn-Sham gap ... 6.56 eV
Net charge ... -2
Molecular weight ... 1046.6 g mol⁻¹

Cartesian coordinates (Å):
Sc (-5.042, -22.824, -10.446)
O (-7.043, -23.104, -11.172)
C (-8.049, -23.888, -10.961)
C (-9.414, -23.469, -11.233)
C (-10.460, -24.370, -11.249)
C (-10.302, -25.748, -10.981)
C (-9.060, -26.146, -10.629)
C (-7.952, -25.284, -10.633)
C (-6.700, -25.805, -10.196)
N (-5.616, -25.114, -10.086)
N (-4.582, -25.879, -9.441)
C (-3.757, -25.049, -8.918)
O (-3.875, -23.786, -8.989)
C (-2.589, -25.530, -8.132)
C (-2.557, -26.875, -7.727)
C (-1.588, -27.350, -6.853)
C (-0.599, -26.491, -6.426)
C (-0.605, -25.174, -6.880)
C (-1.572, -24.670, -7.733)
H (-9.591, -22.411, -11.424)
H (-11.462, -23.963, -11.486)
H (-11.143, -26.422, -11.062)
H (-8.815, -27.164, -10.327)
H (-6.667, -26.880, -9.865)
H (-3.314, -27.500, -8.123)
H (-1.528, -28.376, -6.551)
H (0.254, -26.856, -5.837)
H (0.247, -24.532, -6.637)
H (-1.497, -23.668, -8.172)
Br (-2.289, -21.855, -10.763)
O (-4.013, -20.079, -8.282)
C (-4.377, -20.875, -9.016)
C (-10.135, -20.225, -9.002)
C (-9.795, -19.600, -7.696)
C (-8.782, -18.475, -7.913)
C (-11.068, -19.041, -7.028)
O (-9.291, -20.610, -6.786)
Si (-7.795, -21.357, -6.579)
S (-7.030, -22.220, -8.230)
O (-6.873, -20.081, -5.973)
C (-6.408, -19.679, -4.704)
C (-5.901, -18.220, -4.804)
C (-7.637, -19.665, -3.783)
C (-5.255, -20.581, -4.289)
O (-8.140, -22.348, -5.243)
C (-8.910, -23.551, -5.096)
C (-8.701, -24.098, -3.693)
C (-10.410, -23.209, -5.273)
C (-8.544, -24.596, -6.142)
H (-10.662, -19.537, -9.695)
H (-10.879, -21.060, -8.872)
H (-9.186, -20.623, -9.467)
H (-9.082, -17.937, -8.827)
H (-7.756, -18.892, -8.035)
H (-8.795, -17.773, -7.067)
H (-11.576, -18.326, -7.699)
H (-10.836, -18.530, -6.125)
H (-11.694, -19.911, -6.780)
H (-6.770, -17.634, -5.102)
H (-5.067, -18.145, -5.521)
H (-5.589, -17.934, -3.790)
H (-8.392, -19.030, -4.291)
H (-7.455, -19.270, -2.786)
H (-8.022, -20.687, -3.687)
H (-4.461, -20.420, -5.074)
H (-5.568, -21.640, -4.223)
H (-4.881, -20.259, -3.297)
H (-8.716, -23.326, -2.895)
H (-7.734, -24.577, -3.642)
H (-9.427, -24.825, -3.452)
H (-10.617, -22.300, -4.679)
H (-11.031, -24.046, -4.999)
H (-10.611, -22.988, -6.332)
H (-7.504, -25.035, -6.020)
H (-8.624, -24.163, -7.133)
H (-9.266, -25.399, -6.057)
O (-5.307, -21.272, -12.051)
C (-5.220, -22.235, -12.875)
O (-4.723, -23.375, -12.534)
C (-5.810, -22.122, -14.274)
C (-5.985, -23.456, -15.026)
Ge (-4.311, -24.286, -15.452)
C (-2.910, -22.940, -15.527)
C (-2.125, -22.676, -14.387)
C (-1.194, -21.638, -14.378)
C (-1.005, -20.846, -15.532)
C (-1.855, -21.002, -16.639)
C (-2.775, -22.061, -16.604)
C (-4.405, -24.827, -17.380)
C (-5.479, -24.626, -18.267)
C (-5.369, -24.885, -19.653)
C (-4.171, -25.343, -20.157)
C (-3.088, -25.583, -19.306)
C (-3.256, -25.393, -17.953)
C (-3.795, -25.826, -14.387)
C (-4.697, -26.284, -13.383)
C (-4.401, -27.327, -12.502)
C (-3.167, -27.984, -12.631)
C (-2.288, -27.569, -13.658)
C (-2.592, -26.538, -14.525)
H (-5.196, -21.376, -14.794)
H (-6.764, -21.690, -14.073)
H (-6.617, -23.285, -15.902)
H (-6.490, -24.131, -14.367)
H (-2.178, -23.256, -13.478)
H (-0.652, -21.392, -13.446)
H (-0.221, -20.099, -15.525)
H (-1.702, -20.439, -17.569)
H (-3.312, -22.222, -17.550)
H (-6.385, -24.242, -17.824)
H (-6.185, -24.701, -20.289)
H (-4.154, -25.567, -21.211)
H (-2.153, -25.980, -19.686)
H (-2.382, -25.591, -17.328)
H (-5.608, -25.669, -13.191)
H (-5.080, -27.534, -11.656)
H (-2.855, -28.627, -11.794)
H (-1.343, -28.110, -13.793)
H (-1.867, -26.164, -15.262)

Atoms 1-2, force components in eV/Å:
Sc -0.3 -0.6 0.3
O -0.7 -0.3 0.8

Results of the Löwdin charge analysis, in e, for atoms 1 through 4:
1. Sc 0.779
2. O -0.196
3. C -0.349
4. C -0.012

---

Entry 4:
A structure of composition C48H56N8PdSe, computed with ωB97M-V/def2-TZVPD.

Highest occupied orbital energy (alpha / beta) ... -5.9782 / -7.4067 eV
E_tot ... -4829.8215 a.u.
Kohn-Sham gap (alpha / beta) ... 5.87 / 5.72 eV
Net charge ... 0
Molecular weight ... 930.4 g mol⁻¹
Multiplicity ... 5
<S²> ... 6.036

Cartesian coordinates (Å):
Pd (0.259, -0.774, -0.024)
C (1.951, -0.452, -2.525)
C (2.465, 0.991, -2.581)
C (1.379, 1.908, -3.161)
C (3.020, 1.492, -1.252)
C (4.380, 1.761, -1.183)
C (4.963, 2.274, -0.037)
C (4.168, 2.547, 1.061)
C (2.804, 2.284, 1.055)
C (1.978, 2.620, 2.290)
C (1.890, 4.140, 2.486)
C (2.555, 2.002, 3.569)
C (2.220, 1.739, -0.114)
N (0.881, 1.339, -0.122)
C (-0.153, 2.146, -0.229)
C (-1.502, 1.671, -0.149)
N (-1.749, 0.392, 0.115)
C (-3.032, -0.104, 0.277)
C (-3.984, 0.452, 1.162)
C (-5.285, -0.026, 1.126)
C (-5.671, -1.047, 0.268)
C (-4.709, -1.695, -0.484)
C (-3.394, -1.265, -0.442)
C (-1.889, -1.709, -2.404)
C (-0.991, -2.827, -2.923)
C (-3.072, -1.471, -3.331)
C (-3.544, 1.419, 2.247)
C (-4.611, 2.436, 2.651)
C (-3.100, 0.589, 3.460)
C (-2.390, 2.795, -0.498)
C (-3.733, 2.961, -0.741)
C (-4.212, 4.243, -1.103)
C (-3.394, 5.336, -1.235)
C (-1.995, 5.191, -1.050)
C (-0.996, 6.183, -1.223)
C (0.330, 5.847, -1.119)
C (0.763, 4.534, -0.819)
C (-0.184, 3.575, -0.565)
C (-1.549, 3.922, -0.695)
H (1.456, -0.710, -3.465)
H (1.215, -0.564, -1.704)
H (2.770, -1.154, -2.369)
H (3.303, 1.011, -3.284)
H (0.421, 1.750, -2.667)
H (1.249, 1.697, -4.225)
H (1.654, 2.957, -3.055)
H (5.000, 1.571, -2.053)
H (6.028, 2.464, -0.005)
H (4.626, 2.974, 1.945)
H (0.969, 2.226, 2.152)
H (2.879, 4.551, 2.702)
H (1.230, 4.376, 3.323)
H (1.500, 4.635, 1.602)
H (3.604, 2.271, 3.699)
H (2.481, 0.915, 3.556)
H (2.005, 2.364, 4.439)
H (-6.027, 0.408, 1.784)
H (-6.702, -1.375, 0.235)
H (-4.961, -2.544, -1.103)
H (-1.300, -0.782, -2.330)
H (-1.538, -3.772, -2.917)
H (-0.110, -2.929, -2.291)
H (-0.670, -2.608, -3.942)
H (-3.647, -2.390, -3.456)
H (-2.710, -1.153, -4.307)
H (-3.729, -0.697, -2.937)
H (-2.676, 1.977, 1.900)
H (-5.469, 1.958, 3.126)
H (-4.959, 3.002, 1.786)
H (-4.188, 3.139, 3.370)
H (-3.926, -0.022, 3.831)
H (-2.765, 1.244, 4.267)
H (-2.277, -0.073, 3.186)
H (-4.435, 2.142, -0.671)
H (-5.274, 4.357, -1.284)
H (-3.807, 6.301, -1.503)
H (-1.283, 7.202, -1.451)
H (1.083, 6.610, -1.278)
H (1.821, 4.305, -0.803)
N (-4.352, -5.101, 0.210)
N (-3.270, -4.354, -0.141)
N (-2.504, -4.112, 0.883)
C (-1.573, -3.202, 0.812)
N (-1.345, -2.316, -0.186)
N (-2.354, -2.058, -1.054)
H (-4.644, -4.983, 1.176)
H (-5.100, -4.976, -0.454)
H (-0.843, -3.223, 1.607)
Se (2.112, -1.099, 1.835)
C (3.986, -1.099, 1.406)
C (4.460, -1.532, 0.178)
C (5.824, -1.477, -0.060)
N (6.713, -1.062, 0.837)
C (6.247, -0.672, 2.018)
C (4.902, -0.657, 2.352)
H (3.783, -1.915, -0.570)
H (6.223, -1.784, -1.021)
H (6.995, -0.362, 2.741)
H (4.578, -0.323, 3.329)
C (1.692, -5.800, 1.255)
C (1.744, -5.046, -0.087)
C (3.072, -5.342, -0.796)
C (0.567, -5.478, -0.971)
C (1.678, -3.617, 0.243)
C (1.638, -2.467, 0.630)
H (1.724, -6.877, 1.080)
H (0.772, -5.561, 1.790)
H (2.539, -5.521, 1.883)
H (3.159, -6.416, -0.968)
H (3.918, -5.016, -0.190)
H (3.119, -4.833, -1.760)
H (0.567, -6.564, -1.075)
H (0.650, -5.035, -1.964)
H (-0.382, -5.172, -0.531)

Atoms 1-2, force components in eV/Å:
Pd -1.3 0.8 0.2
C 0.1 0.2 -0.1

Results of the Löwdin charge analysis, in e, for atoms 1 through 4:
1. Pd 0.644
2. C -0.063
3. C -0.343
4. C -0.046